Entry from the OMol25 dataset: an isolated ion of composition C5H12NO and charge -1 in a non-equilibrium geometry (ωB97M-V/def2-TZVPD).

Structure (XYZ):
```
19
Properties=species:S:1:pos:R:3:forces:R:3:mulliken_charge:R:1
C -0.39090 1.10474 1.63792 -0.566 -0.953 0.062 -1.36
C -0.10307 0.50062 0.25110 2.090 0.658 0.085 0.20
C 0.22500 -0.99985 0.33054 -1.023 -0.047 -0.748 -0.33
C -1.04562 -1.84914 0.40270 -1.297 1.000 0.460 -1.24
N 1.00866 1.17746 -0.41972 -0.095 0.174 -1.489 -0.74
C 0.92264 0.87534 -2.10905 0.945 0.914 0.992 -0.22
O 1.91339 0.17797 -2.58354 -0.266 -0.167 0.351 -0.82
H 0.21755 0.72543 2.47707 0.461 0.193 -0.601 0.26
H -1.36103 0.67165 1.88220 -0.566 0.584 0.370 0.32
H -0.38355 2.19705 1.64235 -0.171 -0.206 -0.104 0.41
H -0.94593 0.72177 -0.41576 -0.306 -0.374 0.342 0.24
H 0.88720 -1.16465 1.18312 0.058 -0.085 -0.049 0.34
H 0.75138 -1.21647 -0.61430 0.021 -0.170 0.480 0.33
H -1.63205 -1.72529 -0.51184 0.571 -0.649 -0.570 0.35
H -0.92176 -2.89230 0.69879 -0.039 0.040 -0.212 0.33
H -1.83014 -1.37280 1.04284 0.862 -0.454 0.497 0.24
H 1.88827 0.69512 -0.24037 -0.122 -0.045 0.109 0.29
H 0.89464 1.93637 -2.48568 -0.292 -0.281 0.140 0.28
H -0.09466 0.43699 -2.16838 -0.265 -0.131 -0.116 0.10
```
Positions in Å, forces in eV/Å.

Charge: -1
SMILES: CC[C@@H](C)NC[O-]

=====

Entry from the OMol25 dataset: an isolated ion of composition C5H14NOS and charge +1 in a non-equilibrium geometry (ωB97M-V/def2-TZVPD).

Structure (XYZ):
```
22
Properties=species:S:1:pos:R:3:forces:R:3:mulliken_charge:R:1
C -0.78267 1.23034 2.24380 1.527 0.254 1.161 -0.79
O -0.38492 0.97950 3.58669 0.889 0.050 0.273 -0.62
C 0.10691 0.38509 1.31414 -3.841 -0.832 -0.107 0.12
C -0.63463 0.10626 0.01902 -0.816 1.023 0.826 -1.39
C 0.10104 -0.73761 -0.92978 1.332 -1.064 -0.648 -0.46
S -0.08944 0.09641 -2.50748 -0.317 -1.240 -0.722 -0.05
C 1.05444 -0.93716 -3.46216 -1.573 -1.380 -2.079 -0.87
N 0.37298 -0.95268 1.96505 0.183 1.182 2.107 -0.16
H -1.82307 1.12032 2.24635 -1.563 -1.124 -0.443 0.45
H -0.68702 2.28170 2.03121 0.528 0.474 -0.438 0.43
H 0.50202 1.36879 3.71297 -0.621 0.015 0.252 0.35
H 0.93515 0.98472 1.13000 2.190 0.196 -0.219 0.25
H -0.73706 1.08484 -0.43290 -0.289 0.420 -0.045 0.48
H -1.66471 -0.27184 0.14308 0.381 0.174 0.417 0.42
H 1.18708 -0.56758 -0.83403 -0.215 -0.791 0.689 0.38
H -0.18378 -1.83998 -0.82045 0.459 1.350 -0.706 0.41
H 0.52279 -1.28839 -4.45884 1.143 0.518 2.175 0.30
H 1.54980 -1.79257 -2.95916 -0.895 0.419 0.020 0.31
H 1.83625 -0.30136 -3.73248 1.321 0.998 -0.718 0.33
H -0.14694 -1.69483 1.52572 -0.471 -0.350 0.032 0.35
H 0.21138 -0.85438 3.01394 -0.801 0.036 -1.105 0.42
H 1.32722 -1.22069 1.99528 1.449 -0.328 -0.725 0.34
```
Positions in Å, forces in eV/Å.

Charge: +1
SMILES: CSCC[C@H]([NH3+])CO

=====

no.,electronic energy (eV),HOMO (eV),molecular weight (g mol⁻¹)
1,-8916.2509,-2.732,102.16
2,-19776.9881,-11.814,136.24